Record 1
Entry from the OMol25 dataset: a molecular structure, C35H28N6O10S3Sn (the ωB97M-V functional and the def2-TZVPD basis).

Relative energy (zero: lowest compared OMol25 entry of this formula, charge and spin) in kcal/mol: 20.9
F_max in eV/Å: 0.58
LUMO level in eV: 3.57
Orbital gap in eV: 5.9883
M in g/mol: 907.55
E_HOMO in hartree: -0.0889
Charge: -2

Each line ends with the Löwdin charge.
CARTESIAN COORDINATES (ANGSTROEM)
C -0.10814 -1.08763 4.31478  -0.1078
C -0.83427 5.56794 0.93546  -0.0553
C 2.29982 -3.01543 -1.36979  -0.0309
C 0.27775 -3.49761 -0.21946  0.0346
N -2.05913 -1.01072 -1.12049  0.0717
N 0.24979 -2.05139 -2.13380  0.1231
H -3.09169 4.11108 -1.78471  0.0780
C 4.71584 -1.12414 1.64572  -0.4390
N 2.64567 -0.29659 1.06143  -0.0248
H 1.10295 -4.38200 2.15458  0.0500
C 0.40231 0.26224 6.66280  -0.1660
C 1.64925 -3.65742 -0.32080  -0.1719
O 1.67235 -5.04676 1.71736  -0.0741
O 4.65691 0.37337 -2.53945  -0.3854
S -1.01126 2.34184 -1.59070  0.4975
H 2.04737 -1.70574 -3.05830  0.0811
S 3.25769 0.75676 -2.52404  0.5481
H -4.86938 -3.77778 1.44938  0.1277
C 1.56291 -2.24006 -2.24801  -0.1496
C 4.04763 3.19060 -1.59144  -0.0508
C -1.30447 3.80431 -0.65822  -0.6146
C 2.44103 -4.41313 0.72340  -0.2166
O -0.21393 -3.07564 3.04759  -0.0362
C 3.87875 4.54145 -1.38609  -0.0359
C 2.00858 4.54636 -2.89868  -0.0351
C -1.79653 -2.29275 -0.91380  -0.2296
H -0.05986 -1.55718 7.68468  0.1071
C 0.78230 3.72005 0.92243  -0.6152
C 0.02593 -1.07167 6.72343  -0.0117
O 0.85782 2.44194 0.98590  -0.2626
H -2.22051 7.20366 1.05353  0.0825
H -0.16568 5.95895 1.69221  0.1050
H -2.49657 -4.22876 -0.28597  0.1248
H 1.63351 6.82342 -1.88624  0.0774
H 3.37756 -3.08176 -1.47981  0.1078
C 3.18060 2.51020 -2.44101  -0.2924
H 0.83582 1.97237 5.45570  0.1186
C -3.28156 -0.56332 -0.87349  -0.1291
H 5.52279 -1.52618 2.23661  0.0454
N 2.55988 0.26601 -1.16567  -0.2298
N 2.59301 6.57175 -1.68753  0.0860
H 3.15986 -3.70868 1.16389  0.1127
H 4.50162 5.06641 -0.67226  0.1106
O 0.51799 0.38038 8.96660  0.0375
H 0.33408 0.75588 3.32658  0.1056
C -1.97422 6.26359 0.57393  -0.1226
C -4.03246 -2.72940 -0.19669  -0.1998
C -0.39334 -1.83838 3.00974  -0.6450
H -0.26612 -3.91652 0.61515  0.1048
H -0.47150 -2.79447 5.53339  0.1114
C -2.46022 4.52864 -1.00956  -0.1595
O -0.72565 -1.11162 2.05582  -0.1256
C -2.75108 -3.19112 -0.45476  0.0458
H 1.17477 5.06601 -3.35839  0.1107
C 2.17404 3.18673 -3.10978  -0.0769
C 2.83112 5.22482 -2.00710  -0.3313
C 0.53423 0.93492 5.45840  0.0124
H -5.29099 -0.97578 -0.23472  0.1016
N 0.67010 0.98032 7.91428  -0.3612
C -5.07636 -3.64051 0.38249  -0.2136
C -0.48237 4.34763 0.35192  -0.1491
H -6.06060 -3.17133 0.28849  0.1094
C -0.37202 -2.67071 -1.13214  -0.2530
C -2.79411 5.72869 -0.41406  -0.1276
O -5.05385 -4.90208 -0.28532  -0.0642
H 1.49834 2.63451 -3.74564  0.0996
O 2.43682 0.34766 -3.63456  -0.3221
O 1.62726 4.48266 1.39269  0.0069
C -4.30572 -1.38605 -0.42338  -0.0217
H -5.46635 -5.55152 0.28959  0.0768
C 3.25874 -0.17255 -0.09092  -0.7344
C 0.26316 0.25359 4.28360  0.0053
H 3.02346 -5.19797 0.23380  0.1207
H -3.69838 6.24648 -0.71614  0.0862
Sn 0.26326 0.58683 -0.00272  1.2790
O 1.01407 2.14602 7.84815  0.0552
C 3.45309 -0.83950 2.02632  -0.2595
H -3.42881 0.50184 -1.02909  0.0857
C -0.21246 -1.74421 5.53913  -0.0138
H 3.04385 -0.98998 3.01627  0.1033
H 4.82376 2.64378 -1.06976  0.1133
H 2.74750 6.71665 -0.69668  0.0824
S 4.93874 -0.71960 -0.02417  1.0017

***

Record 2
Entry from the OMol25 dataset: a molecular structure, C35H29BrCl4O4Sn (the ωB97M-V functional and the def2-TZVPD basis).

Relative energy (zero: lowest compared OMol25 entry of this formula, charge and spin) in kcal/mol: 0.0
F_max in eV/Å: 0.70
LUMO level in eV: -0.35
Orbital gap in eV: 7.3738
M in g/mol: 854.04
E_HOMO in hartree: -0.2838

Each line ends with the Löwdin charge.
CARTESIAN COORDINATES (ANGSTROEM)
C 4.01292 0.76837 0.40070  -0.0553
H -4.19097 -2.06415 -0.05335  0.1318
C -0.17093 4.40762 1.26173  -0.3646
Cl -3.49108 1.15596 1.18400  0.7506
H -5.76623 -2.71368 4.49164  0.1098
H -1.10697 3.06721 -0.18254  0.0362
C 1.25362 -1.36544 -2.04009  -0.3479
H 3.34718 2.21000 -2.69981  0.0870
H 0.52694 -5.16411 -1.60762  0.1186
H 2.07824 -3.50879 2.01691  0.0979
C 3.19963 3.12854 -0.11055  -0.1375
H -1.41963 3.73534 2.90151  0.0757
H -5.82761 1.23860 2.82100  0.1094
H 4.95553 4.30404 -0.37470  0.1074
C 2.45858 -1.97085 -2.45479  -0.0066
Cl -3.38317 -3.75980 3.36035  0.7704
H -0.47851 -1.82992 -4.94778  0.1154
C 2.03389 5.49177 0.79722  -0.0483
C 1.85780 3.14539 0.30941  -0.2421
H -1.07662 4.75194 -0.68156  0.0844
C 3.32998 1.41113 -1.95889  -0.0490
H -1.82954 -0.79265 -3.47831  0.1375
C 1.44515 -4.40958 0.15967  -0.0620
H -2.21214 4.22435 0.56208  0.0713
H 0.29281 3.87174 3.31212  0.0840
H -3.86680 -3.60426 -1.99120  0.1103
O -2.39829 -1.44361 1.69341  -0.1641
C -2.26076 -2.41409 0.72865  -0.2760
O 1.09955 2.02770 0.30794  -0.3654
H 4.78737 0.05993 0.10047  0.0774
H -0.27541 2.51536 2.34686  0.0341
C 1.26526 4.33634 0.77210  -0.1355
H -0.32900 5.45639 1.54204  0.1250
Cl -7.39194 -0.37952 4.57638  0.6840
C 0.09585 -2.95436 1.53625  -0.5912
H 2.38890 -4.91092 -0.00016  0.1113
Cl 1.74176 -3.11313 -6.21405  0.6566
H 3.27074 -2.00538 -1.74311  0.1244
Br 0.06297 -1.93358 3.14363  0.8049
H -1.68361 -4.71792 -2.29585  0.1156
C 1.27307 -3.60865 1.30422  -0.1306
O 1.17395 -0.90549 -0.82091  -0.2718
C 3.35447 5.49498 0.39025  -0.0940
C -3.06981 -3.46499 -1.27445  -0.0553
C -5.91801 -0.71466 3.72242  -0.6568
H 3.08988 0.19835 0.49614  0.0431
C 0.19516 -1.32438 -2.96592  -0.1310
C -5.32986 -1.95959 3.85390  -0.1167
C -1.07927 -0.71584 -2.67372  -0.1747
Sn 0.01088 0.35072 0.32316  1.3959
C -4.15331 -2.22669 3.16868  -0.5549
C -3.26240 -2.60474 -0.17750  0.0056
H 3.52693 -2.95228 -4.01519  0.1102
C -0.40595 3.58108 2.52802  -0.0615
H 2.30097 1.07564 -1.85309  0.0536
H 1.57726 6.40771 1.15237  0.1072
C 2.59524 -2.49386 -3.71371  -0.0801
H 4.27274 1.15704 1.38485  0.0854
C -3.57363 -1.26470 2.34924  -0.3385
O -1.40123 -0.13546 -1.64062  -0.1048
C 1.53356 -2.44491 -4.62362  -0.6699
C -1.20047 4.09192 0.17663  -0.0665
C 0.35039 -1.87003 -4.25343  -0.0580
C -0.99718 -3.06003 0.62726  -0.1327
C -0.81509 -3.89304 -0.50939  -0.1532
C -5.36133 0.27265 2.92226  -0.1133
C -4.19121 -0.01912 2.24523  -0.5479
H 3.91216 0.57475 -2.34856  0.0755
C 3.92072 4.31522 -0.05463  -0.0468
H 4.93077 2.21669 -0.83615  0.1233
H 3.93638 6.40518 0.41967  0.0963
C 0.42061 -4.55076 -0.72358  -0.0274
C -1.86578 -4.07880 -1.44317  -0.0341
C 3.90390 1.89414 -0.62837  -0.3611

***

Record 3
Entry from the OMol25 dataset: a molecular structure, C35H30BBrIrN2O5Te (the ωB97M-V functional and the def2-TZVPD basis).

Relative energy (zero: lowest compared OMol25 entry of this formula, charge and spin) in kcal/mol: 0.0
F_max in eV/Å: 0.50
LUMO level in eV: -3.23
Orbital gap in eV: 7.3495
M in g/mol: 969.17
E_HOMO in hartree: -0.3887
Charge: +1

Each line ends with the Löwdin charge.
CARTESIAN COORDINATES (ANGSTROEM)
N -1.63954 -0.14091 0.58688  -0.3208
C -1.50566 4.14029 -0.94762  -0.0008
C 0.96952 -2.37816 -2.02326  -0.0261
Br 1.27426 -1.78561 3.93638  0.9368
C -2.80334 -3.38405 2.01982  -0.0031
C -3.93918 -4.09242 2.37032  -0.0532
C -3.06184 2.69259 0.35496  -0.0818
C -4.16244 -1.44177 1.56968  -0.0551
H -6.07169 -4.03744 2.58780  0.1128
H -2.66064 2.04587 1.13870  0.0625
C 6.89297 -1.67644 -0.31753  -0.0782
H -1.82657 -3.84680 2.05461  0.1230
C -1.24616 -1.42240 -1.98005  -0.3842
H -4.24919 -0.39161 1.32464  0.0885
C -3.22803 -2.58167 -3.08818  -0.0659
C -0.85991 2.09634 -2.74636  -0.2735
C 1.20620 2.49236 0.97985  -0.5501
H -6.26612 -1.67379 1.89796  0.1120
C -0.30480 3.36570 -2.85600  0.0050
H -3.84132 -2.87695 -2.23333  0.0878
H -0.31655 6.43980 -1.38244  0.0819
H 1.48714 0.37451 5.83177  0.1104
C 4.78665 -0.81716 1.19526  -0.1921
H 1.38794 3.86002 3.29854  0.1337
H -3.36983 -3.32854 -3.86657  0.0876
C 1.40895 2.23409 4.74810  -0.0086
H 2.01750 -2.31991 -1.76715  0.1052
C 1.15850 1.96585 2.40292  -0.1383
Te -2.53977 0.01394 -1.15665  1.8964
C 5.61945 -1.71489 -0.88452  0.0118
C -0.54852 1.10682 -3.84335  -0.0362
B 2.62495 -0.68839 0.74921  -0.6261
C 0.08829 5.71902 -2.09017  -0.0269
C -0.88500 -3.49928 -3.07771  -0.0129
H 8.09808 -1.20127 1.38491  0.1060
H 1.11302 -4.26067 -3.03793  0.1189
C 1.31844 2.79759 3.48273  0.0344
H -0.02206 6.12011 -3.09814  0.0882
Ir 0.65904 -0.24055 0.79087  1.3187
H 1.52939 2.85555 5.62478  0.1243
H -4.00639 2.26458 0.00286  0.0680
C 4.58511 -1.27484 -0.09395  -0.1914
H 0.36452 3.55926 -3.68728  0.1338
H 0.39441 0.59102 -3.65777  0.0909
C 0.45690 -3.45476 -2.73712  -0.0262
C -2.91131 -2.05666 1.60622  -0.1689
H 7.74010 -2.01137 -0.90037  0.1057
H -3.30135 3.65116 0.80976  0.0884
H -3.61969 -1.63813 -3.47347  0.0655
C -1.77268 -2.48518 -2.70985  -0.3000
C 0.10612 -1.36321 -1.64056  -0.1614
H -1.26535 -4.34136 -3.64286  0.1228
C -1.70576 1.86911 -1.65734  -0.3387
O 3.23849 -1.20341 -0.39706  0.1128
H 6.18202 -0.41373 2.77723  0.1229
N 1.05956 0.62068 2.53446  -0.0727
C -1.68556 -1.32002 1.23794  -0.5806
C 6.03519 -0.77380 1.76835  0.0160
O 1.24790 3.67967 0.77135  0.1106
C 1.37758 0.85903 4.87332  -0.0749
H 0.54372 -0.44731 -1.21630  0.0643
H 1.15515 5.61061 -1.88865  0.0938
C -0.58628 4.38663 -1.96108  -0.2387
O 3.57491 -0.44457 1.74081  0.1279
H -3.85533 -5.12225 2.68982  0.1128
O -0.56439 -1.78902 1.57885  -0.1758
C -5.29765 -2.15513 1.91772  -0.0604
H -1.76631 4.93664 -0.26129  0.1274
H 5.45236 -2.06971 -1.89205  0.1208
C -2.07759 2.89117 -0.76944  -0.3077
O 1.25180 1.55416 0.07322  -0.1458
C -5.18534 -3.48127 2.31239  -0.0574
C 1.21836 0.07003 3.74186  -0.6746
H -0.45016 1.64680 -4.78351  0.0915
C 7.09581 -1.21675 0.97889  -0.0770
H -1.32099 0.35212 -3.97881  0.0647